No. 1
{"formula": "C7H15N4S2", "method": "ωB97M-V with the def2-TZVPD basis set", "elements": ["C", "N", "C", "N", "H", "C", "C", "C", "H", "H", "S", "C", "N", "H", "N", "H", "H", "H", "S", "H", "H", "C", "H", "H", "H", "H", "H", "H"], "coordinates": [[-2.214218, -1.863402, -0.036880], [-2.086617, -0.456797, 0.196569], [-1.121322, 0.407317, -0.294290], [-0.227872, -0.153262, -1.054236], [-0.023446, -1.275877, -1.273156], [0.583997, 0.807725, -1.441720], [0.511481, 1.891178, -0.296135], [1.425854, 1.815160, 0.672965], [0.886096, 1.160748, 1.407874], [1.674567, 2.697443, 1.285649], [3.025790, 1.278309, 0.473537], [2.576770, -0.613202, 0.245092], [1.674970, -1.470751, 0.665719], [1.055694, -0.679522, 1.420899], [3.598576, -1.360787, -0.516409], [4.408339, -0.908444, -0.454756], [3.665965, -2.513368, -0.283457], [0.801451, 2.925056, -0.836114], [-1.069825, 2.141627, -0.026228], [1.612787, 0.528984, -1.480614], [0.261601, 1.260959, -2.561003], [-3.437343, 0.159535, 1.169020], [-3.151239, 1.222268, 1.322489], [-3.455459, -0.467341, 2.106733], [-4.265748, 0.158230, 0.230348], [-1.308141, -2.348157, 0.283851], [-3.148315, -2.490149, 0.307806], [-2.254392, -1.853473, -1.233547]], "forces_ev_per_angstrom": [[-0.7, -0.9, -3.8], [-2.5, 4.3, 3.5], [-6.5, -5.6, 2.6], [-1.4, -5.8, 0.1], [-1.0, 4.1, 1.2], [3.8, 5.7, -4.3], [2.6, 5.3, -11.1], [2.1, -1.2, 8.5], [1.0, 0.1, 0.6], [-1.0, 0.3, -0.4], [1.2, -3.8, -1.0], [2.3, -4.5, -0.7], [-1.6, 6.8, 2.9], [1.6, -3.3, -2.5], [-4.9, -3.3, 1.3], [4.5, 1.8, -0.1], [-0.4, 4.7, -0.6], [-0.4, -2.0, 0.3], [-5.0, -1.2, 1.2], [0.6, -0.3, -0.6], [0.9, -0.9, 2.9], [1.6, -0.2, -4.5], [-0.3, -0.9, 0.3], [-0.4, 0.6, -1.5], [1.8, -0.4, 3.4], [0.3, -0.6, 0.1], [1.7, 2.1, -0.3], [0.1, -1.0, 2.2]], "lowdin_charge": [-0.099, -0.147, -0.528, 0.018, 0.268, -0.251, -0.824, -0.691, 0.092, 0.109, 1.004, -0.649, 0.044, 0.144, 0.023, -0.024, 0.200, 0.175, 1.176, 0.074, 0.206, 0.076, 0.020, 0.091, 0.156, 0.066, 0.140, 0.135], "de_lowest_kcal_mol": 127.9, "max_force_ha_per_bohr": 0.2436, "homo_ev": -12.5, "charge": 1, "orbital_gap_ev": 9.51, "spin_multiplicity": 1}


No. 2
{"formula": "C7H15NO", "method": "ωB97M-V with the def2-TZVPD basis set", "elements": ["H", "N", "C", "C", "C", "C", "C", "O", "C", "C", "H", "H", "H", "H", "H", "H", "H", "H", "H", "H", "H", "H", "H", "H"], "coordinates": [[-3.739109, -1.150513, 1.282793], [-2.751671, -1.029574, 1.537711], [-2.044051, -0.773054, 0.487935], [-0.462906, -0.618541, 0.483459], [0.079223, -0.248800, 1.864114], [-0.072251, 0.328781, -0.656188], [-0.669662, 1.733557, -0.529919], [-0.517312, -0.245083, -1.887636], [1.534986, 0.441962, -0.766031], [2.320867, -0.852383, -0.616432], [-2.570237, -0.745620, -0.483593], [-0.136323, -1.634129, 0.226276], [0.815596, -0.993495, 2.185882], [0.576325, 0.724571, 1.875519], [-0.682429, -0.210493, 2.647156], [-0.127453, 2.458405, -1.147394], [-1.708814, 1.773090, -0.872063], [-0.652610, 2.123811, 0.492475], [-0.465658, 0.434172, -2.581779], [1.916002, 1.176584, -0.048498], [1.745319, 0.846396, -1.764551], [3.341578, -0.721690, -0.992723], [2.407959, -1.142400, 0.434922], [1.862633, -1.675556, -1.171434]], "forces_ev_per_angstrom": [[0.4, 0.1, 0.0], [1.2, 0.4, -1.1], [-0.5, -0.5, 0.9], [-2.5, -0.2, 0.0], [0.4, 0.0, 0.3], [2.0, 0.5, -0.4], [-0.1, 0.3, 0.2], [-0.2, -0.1, -0.2], [-1.0, 0.2, 0.1], [0.0, -0.1, 0.2], [0.7, 0.1, 0.1], [0.1, 0.2, -0.2], [-0.1, 0.2, 0.0], [0.0, -0.1, -0.1], [-0.1, -0.1, -0.3], [0.1, -0.2, 0.0], [0.0, -0.3, 0.1], [0.1, -0.2, -0.1], [0.0, -0.3, 0.4], [-0.2, 0.0, 0.0], [-0.2, 0.1, 0.1], [-0.2, 0.0, 0.0], [-0.1, -0.1, -0.1], [0.0, 0.1, 0.0]], "lowdin_charge": [0.043, 0.074, -0.166, -0.275, -0.059, -0.541, -0.026, -0.035, -0.178, -0.104, 0.113, 0.138, 0.076, 0.074, 0.068, 0.086, 0.087, 0.088, 0.106, 0.107, 0.108, 0.074, 0.065, 0.079], "de_lowest_kcal_mol": 31.3, "max_force_ha_per_bohr": 0.0487, "homo_ev": -9.6, "charge": 0, "orbital_gap_ev": 10.43, "spin_multiplicity": 1}